[1]
A single C20H22BNO6 molecule in a non-equilibrium geometry. Source: OMol25; level of theory: wB97M-V/def2-TZVPD.

ORCA input file:
```
! wB97M-V def2-TZVPD RIJCOSX def2/J DEFGRID3
* xyz 0 1
O -1.0153 1.7178 -0.7594
C -0.0793 1.0763 -0.2521
C 0.3002 1.1933 1.1734
C -0.6094 0.3614 2.0378
C -0.1121 -0.4129 3.0747
C -0.9542 -1.2038 3.8486
C -2.3488 -1.1868 3.6147
O -3.2823 -1.9065 4.3948
C -4.1089 -2.8431 3.6366
C -3.6244 -4.2858 3.6340
O -3.1964 -4.6442 4.9179
C -2.8291 -0.4108 2.5546
C -1.9608 0.3696 1.8254
N 0.6733 0.2032 -1.0034
C 0.3665 -0.0044 -2.4268
C 1.6093 -0.3952 -3.2261
C 2.7287 0.5851 -3.1965
C 4.0173 0.3351 -3.5966
O 4.8353 1.3896 -3.4643
C 4.0674 2.4338 -2.9326
C 4.4593 3.7567 -2.6762
C 3.4781 4.6176 -2.2796
C 2.1932 4.1409 -2.0380
C 1.8007 2.8599 -2.2656
C 2.7482 1.9362 -2.7620
B -0.7171 -1.1819 -2.3647
O -0.4981 -2.4359 -2.9704
O -1.8886 -0.8777 -1.6894
H 0.2465 2.2429 1.4820
H 1.3382 0.8759 1.2989
H 0.9247 -0.3121 3.3379
H -0.6109 -1.7831 4.6738
H -5.1106 -2.8331 4.1167
H -4.2547 -2.4897 2.6219
H -2.8131 -4.4537 2.9128
H -4.4262 -4.9821 3.3473
H -2.5996 -3.9555 5.2410
H -3.8851 -0.3673 2.3506
H -2.4288 0.9541 1.0523
H 1.3724 -0.4238 -0.5912
H -0.0314 0.9097 -2.8208
H 1.3670 -0.5903 -4.2552
H 2.0386 -1.3310 -2.8064
H 4.2811 -0.6667 -3.9187
H 5.4856 4.0656 -2.8735
H 3.7212 5.6390 -2.1641
H 1.4543 4.8767 -1.7693
H 0.8021 2.5755 -1.9578
H -1.1999 -3.1345 -2.8030
H -1.7241 -0.0042 -1.2842
*
```

HOMO level   -0.3040 Eh
SMILES   O=C(Cc1ccc(OCCO)cc1)N[C@@H](Cc1coc2ccccc12)B(O)O
ΔE to the lowest compared entry with this formula, charge and spin   0.789 eV
E_LUMO   0.3224 eV

Okay, here come the Mulliken numbers, in e, for every atom:
1 O -0.647
2 C 0.671
3 C -1.566
4 C 0.410
5 C -0.616
6 C -0.772
7 C 0.390
8 O -0.488
9 C -0.273
10 C -0.561
11 O -0.519
12 C -0.279
13 C -0.333
14 N 0.058
15 C -0.343
16 C -0.961
17 C 0.626
18 C -1.056
19 O -0.432
20 C -0.259
21 C -0.962
22 C -0.489
23 C -1.091
24 C 0.019
25 C 1.588
26 B 0.963
27 O -0.574
28 O -0.763
29 H 0.343
30 H 0.395
31 H 0.391
32 H 0.411
33 H 0.249
34 H 0.320
35 H 0.259
36 H 0.348
37 H 0.337
38 H 0.568
39 H 0.454
40 H 0.308
41 H 0.341
42 H 0.476
43 H 0.415
44 H 0.471
45 H 0.391
46 H 0.436
47 H 0.409
48 H 0.168
49 H 0.301
50 H 0.469

***

[2]
C20H22Br40N2O as an isolated structure in a non-equilibrium geometry. Source: OMol25; level of theory: wB97M-V/def2-TZVPD.

ORCA input file:
```
! wB97M-V def2-TZVPD RIJCOSX def2/J DEFGRID3
* xyz 0 1
C 0.6089 1.1856 -2.5166
C 1.3525 0.4555 -1.3820
C 2.8604 0.7766 -1.5170
Br 3.7153 1.2817 0.1681
C 3.6803 -0.3025 -2.2605
C 2.9713 -0.8390 -3.4496
N 2.2321 -1.1650 -4.2653
C 4.1740 -1.4907 -1.3772
O 5.4501 -1.2456 -0.8223
C 3.2007 -1.9158 -0.3418
N 2.6200 -2.1518 0.6199
H -0.4695 1.0511 -2.4504
H 0.8220 2.2574 -2.4480
H 0.9367 0.8569 -3.5034
H 1.1638 -0.6169 -1.4019
H 0.9928 0.9099 -0.4613
H 2.9050 1.6771 -2.1277
H 4.5831 0.1881 -2.6359
H 4.2861 -2.3480 -2.0430
H 6.0721 -1.6946 -1.4047
C 0.3475 2.9086 2.5401
Br 1.1666 1.1721 2.6981
Br 1.4005 4.2620 3.4161
Br -0.0268 3.3957 0.7143
H -0.6055 2.8564 3.0484
C 0.9779 6.4860 6.4603
Br -0.1615 8.0382 6.5059
Br 2.8430 6.9664 6.4835
Br 0.5335 5.2284 7.8431
H 0.7968 5.9876 5.5177
C 5.0671 -4.4127 -5.1390
Br 4.5065 -5.6015 -3.7325
Br 4.0824 -4.6978 -6.7651
Br 4.9585 -2.5725 -4.5591
H 6.1043 -4.6286 -5.3507
C -3.8912 0.1821 -0.9446
Br -4.2196 -1.3650 0.1544
Br -2.5813 1.3547 -0.1575
Br -3.4066 -0.3077 -2.7456
H -4.8190 0.7341 -1.0051
C 3.1881 7.2932 1.2887
Br 3.0552 7.6876 3.1740
Br 4.2202 8.6226 0.3500
Br 3.8598 5.5140 0.9732
H 2.1848 7.3290 0.8880
C -3.3229 2.8928 6.9665
Br -3.0842 0.9914 6.8011
Br -2.8291 3.5210 8.7230
Br -2.4054 3.8539 5.5685
H -4.3788 3.0927 6.8477
C -1.0554 4.7271 -4.1484
Br -2.2401 3.2078 -4.1536
Br -1.8260 6.2579 -5.0251
Br -0.4732 5.1476 -2.3596
H -0.1786 4.4431 -4.7124
C -6.4539 4.4173 -3.3067
Br -5.5150 2.7451 -3.1304
Br -5.4917 5.8628 -2.4732
Br -6.8726 4.8046 -5.1458
H -7.3928 4.3152 -2.7808
C -10.6686 3.9709 -3.0548
Br -9.7049 2.3124 -2.8671
Br -9.7272 5.4255 -2.2101
Br -11.0736 4.3594 -4.8956
H -11.6100 3.8570 -2.5373
C -6.2659 1.9861 9.7929
Br -7.1753 0.8028 11.0091
Br -6.6682 1.5607 7.9560
Br -6.6292 3.8354 10.1870
H -5.2039 1.8328 9.9289
C 1.9388 -7.9981 -1.0054
Br 3.8626 -7.8986 -0.9151
Br 1.1463 -6.2488 -1.1659
Br 1.3562 -9.1843 -2.4098
H 1.5973 -8.4180 -0.0700
C 1.5632 -13.1632 -3.0434
Br 2.2019 -14.8365 -3.7505
Br 1.2575 -11.8729 -4.4399
Br 0.0003 -13.4005 -1.9438
H 2.3425 -12.7650 -2.4089
C 7.5548 -8.7449 0.8674
Br 8.2171 -10.3938 0.1256
Br 7.1517 -7.4588 -0.5149
Br 6.0572 -9.0410 2.0398
H 8.3477 -8.3234 1.4679
*
```

HOMO level   -0.3666 Eh
E_LUMO   -0.2715 eV

Okay, here come the Mulliken numbers, in e, for every atom:
1 C -0.793
2 C 0.277
3 C -0.696
4 Br -0.116
5 C 0.471
6 C -0.091
7 N -0.492
8 C 0.722
9 O -0.498
10 C -0.182
11 N -0.457
12 H -0.108
13 H 0.215
14 H 0.352
15 H 0.336
16 H -0.182
17 H 0.701
18 H 0.164
19 H 0.051
20 H 0.380
21 C -0.228
22 Br -0.029
23 Br 0.092
24 Br -0.003
25 H 0.226
26 C 0.296
27 Br 0.001
28 Br -0.062
29 Br -0.009
30 H -0.308
31 C -0.389
32 Br 0.039
33 Br -0.010
34 Br 0.022
35 H 0.372
36 C -0.231
37 Br -0.040
38 Br 0.103
39 Br -0.098
40 H 0.230
41 C -0.355
42 Br 0.030
43 Br -0.049
44 Br 0.013
45 H 0.334
46 C -0.228
47 Br 0.016
48 Br -0.009
49 Br -0.012
50 H 0.260
51 C -0.381
52 Br 0.040
53 Br -0.056
54 Br -0.028
55 H 0.394
56 C 0.159
57 Br 0.080
58 Br -0.014
59 Br 0.015
60 H -0.242
61 C -0.311
62 Br -0.002
63 Br -0.005
64 Br 0.007
65 H 0.338
66 C -0.179
67 Br -0.032
68 Br -0.030
69 Br 0.008
70 H 0.218
71 C -0.436
72 Br 0.079
73 Br 0.013
74 Br 0.071
75 H 0.354
76 C -0.288
77 Br -0.035
78 Br -0.051
79 Br 0.006
80 H 0.332
81 C -0.321
82 Br -0.006
83 Br -0.042
84 Br -0.018
85 H 0.335